1.
Molecular formula: C12H17BFN2O4
Method: DFT, ωB97M-V/def2-TZVPD

Calculated values
- Net charge: -1
- HOMO-LUMO gap: 7.22 eV
- Energy relative to the best compared isomer or geometry (same formula, charge and spin): 443.1 kJ/mol
- Total energy: -1002.46371 Ha

```
37
Properties=species:S:1:pos:R:3:mulliken_charge:R:1
C 2.15170 -1.06826 3.28579 -0.862
C 1.76983 -0.87812 1.70431 0.526
O 2.53516 -1.58421 0.82451 -0.627
N 0.72016 0.00986 1.10473 0.062
B -0.62567 -0.63507 0.92124 0.124
C -1.35978 -1.19534 2.27634 0.613
C -2.32608 -0.05513 3.02659 -0.804
F -2.33168 -2.25434 1.80977 -0.426
C 0.68169 1.40505 1.65471 0.618
C 0.46630 1.87018 3.21115 -0.909
O 0.79051 2.41542 0.74711 -0.626
H 2.46442 -0.02679 3.73736 0.225
H 1.29809 -1.49738 3.96118 0.225
H 3.04891 -1.84928 3.36720 0.273
H -1.34722 0.09044 0.29638 -0.189
H -0.46615 -1.58178 0.20316 -0.265
H -0.66298 -1.73321 3.04618 -0.169
H -1.85745 0.10990 4.09917 0.186
H -3.45705 -0.35478 3.03863 0.296
H -2.10835 0.95468 2.43090 0.142
H -0.41914 2.61592 3.38310 0.275
H 0.37595 0.97270 3.97402 0.159
H 1.45751 2.45738 3.52216 0.314
C 1.63941 -0.16234 -4.79431 -0.342
C 0.53680 0.17559 -5.58057 -0.418
C -0.70895 0.38505 -4.98590 -0.367
C -0.83876 0.25734 -3.59608 -0.116
C 0.26480 -0.08935 -2.80523 -0.160
C 1.50494 -0.29912 -3.41163 -0.590
N -2.13995 0.50118 -2.96213 0.940
O -3.09628 0.78725 -3.69787 -0.638
O -2.20686 0.41122 -1.72784 -0.582
H 2.60997 -0.31915 -5.26189 0.354
H 0.64922 0.27889 -6.65771 0.346
H -1.55845 0.64789 -5.61248 0.413
H 0.17712 -0.19666 -1.72609 0.550
H 2.36832 -0.56563 -2.80599 0.448
```

---

2.
Molecular formula: C6H12N2O
Method: DFT, ωB97M-V/def2-TZVPD

Calculated values
- SMILES: C=C(C)N[C@H](C)C(N)=O
- Net charge: 0
- HOMO-LUMO gap: 9.41 eV
- Energy relative to the best compared isomer or geometry (same formula, charge and spin): 205.0 kJ/mol
- Total energy: -420.50582 Ha

```
21
Properties=species:S:1:pos:R:3:mulliken_charge:R:1
C 0.00688 2.12710 -1.66756 -1.009
C -0.42569 1.59912 -0.52651 0.736
C -0.79265 2.39001 0.68686 -1.140
N -0.71061 -0.06726 -0.41763 -0.438
C 0.37245 -0.64355 0.23146 0.170
C 1.67383 -0.79896 -0.51382 -1.404
C -0.32734 -2.37830 0.41937 0.386
N -0.79739 -2.69145 1.65725 -0.368
O -0.28563 -3.20903 -0.47165 -0.614
H 0.34357 1.51553 -2.49920 0.242
H -0.01345 3.20208 -1.84742 0.293
H -0.84225 3.46635 0.47459 0.381
H -0.06878 2.24673 1.49428 0.250
H -1.78171 2.09059 1.04773 0.287
H -0.77702 -0.42668 -1.37199 0.329
H 0.51374 -0.25932 1.24473 0.361
H 2.27287 0.11372 -0.45465 0.396
H 1.50415 -1.04971 -1.56531 0.274
H 2.24108 -1.63104 -0.08383 0.402
H -1.13667 -3.63235 1.82911 0.250
H -0.96936 -1.96356 2.33419 0.215
```

---

3.
Molecular formula: C34H33HfN4O2S
Method: DFT, ωB97M-V/def2-TZVPD

Calculated values
- Net charge: +1
- HOMO-LUMO gap: 8.18 eV
- Total energy: -2131.13821 Ha

```
75
Properties=species:S:1:pos:R:3:mulliken_charge:R:1
Hf 0.14150 -0.25004 0.41805 1.611
C 0.70693 -3.35271 1.42730 -1.324
N 1.64760 -2.20713 1.25186 0.185
C 2.41617 -2.12282 2.52780 -1.098
C 3.05911 -0.79306 2.86820 -0.813
C 2.05778 0.29369 3.21250 -0.979
N 1.48830 0.95245 2.02811 -0.320
C 1.69600 2.23071 2.00563 0.052
C 1.29874 3.21844 1.03847 0.633
C 1.60508 4.56619 1.28258 -0.956
C 1.23316 5.53890 0.38401 -0.943
C 0.55248 5.17026 -0.78052 -0.562
C 0.24387 3.85255 -1.05303 -1.141
C 0.61800 2.86695 -0.13717 0.601
O 0.34806 1.59610 -0.33557 0.513
C 2.57582 -2.65852 0.16585 -1.181
C 3.69401 -1.71489 -0.27098 -1.089
C 3.20783 -0.35375 -0.80759 -0.860
N 1.82332 -0.51776 -1.22102 0.078
C 1.57444 -0.82991 -2.43657 -0.319
C 0.29867 -1.31107 -2.93106 0.683
C 0.07396 -1.35881 -4.31424 -0.848
C -1.11016 -1.85077 -4.81702 -0.900
C -2.07220 -2.34751 -3.93562 -0.445
C -1.86374 -2.35282 -2.57023 -0.787
C -0.68399 -1.81794 -2.05021 0.460
O -0.47793 -1.79950 -0.73760 -0.085
H 1.26650 -4.23526 1.75385 0.507
H 0.21015 -3.56229 0.48654 0.310
H -0.04355 -3.11167 2.17291 0.408
H 3.16555 -2.92229 2.51460 0.507
H 1.72917 -2.37230 3.33808 0.833
H 3.74405 -0.44350 2.09585 0.183
H 3.67231 -0.96909 3.75575 0.488
H 2.53023 1.04557 3.84779 0.763
H 1.23744 -0.12761 3.79321 -0.003
H 2.25467 2.65685 2.84211 0.270
H 2.13230 4.83334 2.19097 0.453
H 1.45929 6.57800 0.57585 0.414
H 0.25931 5.93565 -1.48803 0.472
H -0.29162 3.57169 -1.94880 0.309
H 1.95021 -2.90549 -0.68936 0.534
H 3.03368 -3.59605 0.50266 0.733
H 4.20994 -2.24386 -1.07665 0.492
H 4.43775 -1.57765 0.51386 0.324
H 3.83257 -0.01735 -1.63917 0.665
H 3.24291 0.41759 -0.03525 0.122
H 2.38916 -0.78282 -3.16639 0.460
H 0.84320 -0.99085 -4.98369 0.448
H -1.28920 -1.86920 -5.88276 0.435
H -2.99884 -2.74587 -4.32918 0.447
H -2.60275 -2.74610 -1.88494 0.489
S -4.56205 0.78871 0.11547 -0.428
C -3.90106 1.32178 -1.39458 0.539
C -4.55779 1.93496 -2.45907 -0.762
C -3.81108 2.27399 -3.56794 -0.759
C -2.43554 2.01611 -3.61192 -1.262
C -1.78627 1.41238 -2.55592 -0.127
C -2.53297 1.04914 -1.43453 -0.689
N -2.05831 0.40733 -0.29324 0.624
C -2.99749 0.24709 0.59477 1.063
C -2.69375 -0.32849 1.89961 0.973
C -3.71721 -0.56661 2.81370 -1.044
C -3.43201 -1.12488 4.04616 -0.963
C -2.11908 -1.44790 4.34942 -1.288
C -1.11136 -1.20239 3.42318 -0.206
C -1.34042 -0.62792 2.16840 0.380
H -5.61915 2.13822 -2.41752 0.451
H -4.29515 2.74988 -4.40987 0.438
H -1.87046 2.29613 -4.49146 0.469
H -0.72322 1.22765 -2.59088 0.888
H -4.74633 -0.32477 2.57241 0.410
H -4.22659 -1.31069 4.75590 0.401
H -1.87886 -1.89751 5.30479 0.467
H -0.11108 -1.49887 3.71141 0.200
```

---

4.
Molecular formula: C5H13DyO3
Method: DFT, ωB97M-V/def2-TZVPD

Calculated values
- <S²>: 9.399
- 2S+1: 6
- Net charge: +2
- HOMO-LUMO gap (spin up / spin down): 8.25 / 6.77 eV
- Energy relative to the best compared isomer or geometry (same formula, charge and spin): 151.3 kJ/mol
- Total energy: -1308.38285 Ha

```
22
Properties=species:S:1:pos:R:3:mulliken_charge:R:1
C 0.91835 3.21704 -0.64057 -0.630
O 0.74767 1.87913 -1.03745 -0.233
C 0.82512 1.56972 -2.47117 -0.757
H 0.85970 3.25622 0.45515 0.241
H 1.89926 3.58926 -0.97684 0.296
H 0.12818 3.84922 -1.07849 0.313
H 1.84660 1.65095 -2.87611 0.267
H 0.21523 2.32005 -3.00538 0.262
Dy -0.20835 -0.36928 -1.35612 1.777
O 0.63964 -2.27899 -0.61609 -0.458
H 1.30950 -2.75448 -1.16825 0.362
C -1.56607 0.12456 1.62134 -0.675
O -1.06659 -0.90537 0.77174 -0.349
C -0.44636 -1.99361 1.45584 -0.388
C -0.03161 -3.00800 0.41633 -0.453
H -1.97424 0.91374 0.98146 0.296
H -2.35018 -0.28378 2.27181 0.316
H -0.75253 0.54165 2.23149 0.349
H -1.15480 -2.44441 2.16459 0.406
H 0.43307 -1.61166 1.99740 0.348
H -0.91223 -3.51250 -0.00376 0.308
H 0.64063 -3.74946 0.86306 0.403
```

---

5.
Molecular formula: C3H4O3
Method: DFT, ωB97M-V/def2-TZVPD

Calculated values
- SMILES: Cc1ooc1O
- Net charge: 0
- HOMO-LUMO gap (spin up / spin down): 7.74 / 7.75 eV
- Energy relative to the best compared isomer or geometry (same formula, charge and spin): 525.7 kJ/mol
- Total energy: -342.25572 Ha

```
10
Properties=species:S:1:pos:R:3:mulliken_charge:R:1
C 1.37033 0.45415 0.06631 -1.021
C 0.17785 -0.40404 -0.06920 0.252
O 0.21952 -1.78375 -0.11434 -0.249
O -1.40709 -1.69148 0.11815 -0.219
C -1.16721 -0.35576 0.04159 0.587
O -2.17936 0.51465 0.12242 -0.530
H 1.96140 0.13096 0.92790 0.290
H 1.06504 1.48855 0.22615 0.264
H 2.01246 0.40787 -0.81580 0.296
H -2.05293 1.23886 -0.50317 0.329
```

---

6.
Molecular formula: C22H26FN3O2
Method: DFT, ωB97M-V/def2-TZVPD

Calculated values
- SMILES: OCC1(CCOc2ccccc2)CCN(Cc2nc3ccc(F)cc3[nH]2)CC1
- Net charge: 0
- HOMO-LUMO gap: 8.69 eV
- Energy relative to the best compared isomer or geometry (same formula, charge and spin): 151.5 kJ/mol
- Total energy: -1268.55446 Ha

```
54
Properties=species:S:1:pos:R:3:mulliken_charge:R:1
O -1.06426 -1.31715 -1.33880 -0.536
C -0.74759 -0.76263 -0.08195 -1.385
C -1.06222 0.74375 0.06596 2.470
C -2.58507 0.96105 0.14422 -1.428
C -3.35692 0.66440 -1.14764 -0.793
O -4.75375 0.67825 -0.92456 -0.395
C -5.34652 -0.39253 -0.32586 0.660
C -4.72295 -1.59918 -0.02382 -0.141
C -5.44890 -2.61860 0.56993 -0.800
C -6.78793 -2.45664 0.87195 -0.522
C -7.41136 -1.25620 0.56886 -0.368
C -6.70034 -0.23354 -0.02292 -0.636
C -0.44641 1.25793 1.37821 -1.524
C 1.07821 1.32358 1.34484 -0.579
N 1.52399 2.13492 0.22392 0.089
C 2.94363 2.38933 0.24742 -1.534
C 3.84215 1.19098 0.13161 0.617
N 3.47942 -0.03492 -0.09951 -0.154
C 4.63238 -0.78016 -0.11976 0.225
C 4.81945 -2.14179 -0.32379 -0.658
C 6.11035 -2.62545 -0.29106 -0.539
C 7.18046 -1.76338 -0.05961 0.372
F 8.42625 -2.28766 -0.03786 -0.328
C 7.03929 -0.40648 0.14833 -1.022
C 5.73995 0.06938 0.11389 0.539
N 5.20196 1.31973 0.27126 -0.090
C 1.06473 1.58304 -1.04022 -0.466
C -0.46090 1.57392 -1.07559 -1.716
H -0.43725 -0.97987 -1.98686 0.402
H 0.30840 -0.94569 0.14367 0.495
H -1.34561 -1.32135 0.64348 0.385
H -2.98863 0.32520 0.93629 0.606
H -2.78802 1.99678 0.42722 0.335
H -3.19425 1.46030 -1.87907 0.222
H -3.04052 -0.28584 -1.58573 0.510
H -3.68285 -1.76503 -0.25422 0.404
H -4.95297 -3.55135 0.79710 0.379
H -7.34293 -3.25721 1.33727 0.379
H -8.45811 -1.11673 0.79626 0.367
H -7.17066 0.70622 -0.26732 0.417
H -0.75811 0.62343 2.20983 0.481
H -0.82319 2.26583 1.55994 0.479
H 1.42911 1.80130 2.26467 0.400
H 1.50993 0.31347 1.30484 0.292
H 3.17808 3.07652 -0.57567 0.424
H 3.18028 2.90636 1.18578 0.458
H 3.97944 -2.79287 -0.50094 0.454
H 6.31628 -3.67297 -0.44275 0.435
H 7.89518 0.22478 0.32444 0.435
H 5.70743 2.17019 0.45328 0.197
H 1.43637 2.22834 -1.84196 0.374
H 1.46694 0.57285 -1.20275 0.304
H -0.79870 1.20169 -2.04398 0.586
H -0.81271 2.60171 -0.97026 0.421
```

---

7.
Molecular formula: C4H12N2S
Method: DFT, ωB97M-V/def2-TZVPD

Calculated values
- <S²>: 0.754
- 2S+1: 2
- Net charge: +1
- HOMO-LUMO gap (spin up / spin down): 9.74 / 4.57 eV
- Energy relative to the best compared isomer or geometry (same formula, charge and spin): 139.5 kJ/mol
- Total energy: -666.96925 Ha

```
19
Properties=species:S:1:pos:R:3:mulliken_charge:R:1
N -0.77347 0.09775 -1.68297 -0.650
C -0.51484 0.55579 -0.31755 0.475
C -1.80808 0.93240 0.40989 -1.088
S -2.41535 2.51239 -0.39091 -0.169
C 0.19607 -0.54936 0.48791 -0.917
N 1.42087 -0.92127 -0.19362 -0.021
C 2.50903 -1.54269 0.54190 -0.801
H -0.18644 0.55145 -2.38847 0.272
H -1.67914 0.48211 -1.93144 0.286
H 0.18010 1.39247 -0.31191 0.243
H -2.58810 0.17694 0.33888 0.429
H -1.66771 1.14306 1.46718 0.485
H -2.32426 3.31821 0.69474 0.179
H -0.35606 -1.49174 0.63509 0.389
H 0.46607 -0.19658 1.48678 0.454
H 1.12458 -1.46931 -1.00788 0.388
H 3.12765 -0.81459 1.07896 0.332
H 3.17723 -1.95307 -0.21238 0.364
H 2.11185 -2.22399 1.29579 0.350
```

---

8.
Molecular formula: C4H4Br2O
Method: DFT, ωB97M-V/def2-TZVPD

Calculated values
- Net charge: 0
- HOMO-LUMO gap: 9.53 eV
- Energy relative to the best compared isomer or geometry (same formula, charge and spin): 30.6 kJ/mol
- Total energy: -5378.02567 Ha

```
11
Properties=species:S:1:pos:R:3:mulliken_charge:R:1
C -1.27784 0.13995 -0.07118 -0.311
C -0.73932 0.15358 -1.32063 -0.378
C -0.20398 -0.06584 0.96433 -0.575
C 1.01122 -0.02287 0.04281 0.290
O 0.61355 -0.10267 -1.24515 -0.297
Br 2.27409 -1.47552 0.27965 -0.109
Br 2.16265 1.73693 0.29538 -0.185
H -2.33884 0.07462 0.24762 0.331
H -0.95842 0.17174 -2.32583 0.496
H -0.06976 0.47904 1.79987 0.469
H -0.47335 -1.08897 1.33313 0.269
```